Entry 1:
Molecular formula: C4H5N
Method: DFT, wB97M-V/def2-TZVPD

Properties
E_HOMO: -9.73 eV
LUMO: 0.91 eV
relative energy (zero: lowest compared OMol25 entry of this formula, charge and spin): 3.633 eV
frontier orbital gap: 10.64 eV
E: -210.0302 hartree

Each line ends with the natural charge from an NBO analysis.
Geometry (Å):
C 1.991477 -0.523381 0.135602  -0.5091
C 0.730727 -0.663417 -0.272304  0.1138
C -1.776871 2.066462 1.357793  0.2893
C -0.427328 -0.800241 -0.862108  -0.4984
N -0.711249 2.530715 1.357312  -0.7541
H 2.923503 -0.469191 -0.468682  0.2262
H 2.165889 -0.616430 1.106459  0.2028
H -0.578556 -1.762418 -1.278361  0.2237
H -1.226632 -0.019535 -1.083808  0.2400
H 0.212156 2.901102 0.989085  0.4659

Forces on atoms 1 to 3 (eV/Å):
-1.6 -0.2 -3.8
1.6 1.0 -0.7
-0.4 -0.2 0.2

---

Entry 2:
Molecular formula: C3H6N2
Method: DFT, wB97M-V/def2-TZVPD

Properties
E_HOMO: -10.20 eV
LUMO: 0.34 eV
relative energy (zero: lowest compared OMol25 entry of this formula, charge and spin): 0.913 eV
frontier orbital gap: 10.54 eV
E: -227.3913 hartree

Each line ends with the natural charge from an NBO analysis.
Geometry (Å):
H -2.895975 -0.277544 -0.407193  0.3433
N -1.980925 0.175416 -0.294433  -0.5891
C -1.079225 -0.729304 -0.111933  0.0756
C 0.369595 -0.374884 0.089537  0.2342
C 0.791605 1.063766 0.049697  -0.6990
N 1.210795 -1.344384 0.265967  -0.5839
H 2.160405 -0.969494 0.376747  0.3321
H -1.310545 -1.806904 -0.090933  0.1778
H 1.423775 1.277376 0.916597  0.2270
H 1.370305 1.239646 -0.861443  0.2339
H -0.059805 1.746306 0.067387  0.2483

Forces on atoms 1 to 3 (eV/Å):
0.3 0.2 0.0
1.0 -1.2 0.2
-0.7 0.6 -0.1

---

Entry 3:
Molecular formula: C2HClN2OS
Method: DFT, wB97M-V/def2-TZVPD

Properties
E_HOMO: -9.41 eV
LUMO: -0.23 eV
relative energy (zero: lowest compared OMol25 entry of this formula, charge and spin): 1.725 eV
frontier orbital gap: 9.19 eV
E: -1119.8540 hartree

Each line ends with the natural charge from an NBO analysis.
Geometry (Å):
N -1.548368 3.345627 2.471643  0.0111
N -0.652673 3.054136 3.117300  -0.1817
S 0.674605 2.714963 3.695088  0.1718
O 1.427553 0.092813 1.625195  -0.4281
C 1.177489 0.679289 0.622971  0.6828
C 1.167991 1.388164 -0.459236  -0.5477
Cl 0.375889 0.955190 -1.967650  0.0227
H 1.846408 2.220347 -0.526151  0.2690

Forces on atoms 1 to 3 (eV/Å):
1.4 -0.7 2.0
-5.4 1.9 -4.4
3.9 -1.1 2.4

---

Entry 4:
Molecular formula: C27H39Cl5N2O5PtSSiTe2
Method: DFT, wB97M-V/def2-TZVPD

Properties
E_HOMO (alpha / beta): -6.75 / -7.48 eV
2S+1: 5
expectation value of S²: 6.021
LUMO (alpha / beta): -0.24 / -2.22 eV
relative energy (zero: lowest compared OMol25 entry of this formula, charge and spin): 0.000 eV
frontier orbital gap (alpha / beta): 6.51 / 5.26 eV
E: -5182.1443 hartree

Each line ends with the natural charge from an NBO analysis.
Geometry (Å):
Pt 0.239373 2.408251 0.701426  0.6280
Cl 5.117301 -1.086159 4.826272  0.0376
C 4.341366 -0.114852 3.631859  -0.1379
C 3.247062 0.678576 3.966882  -0.0866
Cl 2.698498 0.719295 5.600840  0.0420
C 2.602416 1.429027 2.995253  -0.0695
Cl 1.214061 2.377433 3.436560  0.0118
C 3.017365 1.444164 1.641767  0.3254
O 2.462365 2.160450 0.733743  -0.7965
C 4.129710 0.618291 1.342496  -0.1325
Cl 4.639271 0.579905 -0.303089  0.0293
C 4.772676 -0.141227 2.304574  -0.0579
Cl 6.099772 -1.144907 1.864051  0.0494
C 1.476336 2.932191 -3.016516  -0.7031
Te 1.008176 1.305294 -1.695052  0.9657
C -0.764066 1.261610 -2.899724  -0.6873
C -0.306670 1.720157 -4.257024  -0.0622
C -0.945339 1.337628 -5.429868  -0.1895
C -0.488668 1.796663 -6.658186  -0.2093
C 0.609735 2.641361 -6.716471  -0.2086
C 1.254252 3.023999 -5.547159  -0.1925
C 0.802849 2.567018 -4.315515  -0.0375
H 2.555187 3.035533 -3.111341  0.2417
H 1.072698 3.849932 -2.585002  0.2406
H -1.483475 1.958965 -2.466895  0.2232
H -1.199753 0.265866 -2.887969  0.2555
H -1.797728 0.669616 -5.380994  0.2131
H -0.983705 1.484793 -7.569085  0.2153
H 0.975007 2.992199 -7.673261  0.2151
H 2.121762 3.671891 -5.592779  0.2120
Te -2.250453 2.394977 0.414359  0.2117
N 0.031429 7.139497 0.851728  -0.7785
C -0.021576 5.827407 1.127519  0.3064
N -0.866692 5.433379 2.085334  -0.7800
S 0.983393 4.753048 0.307290  -0.1537
H -0.511129 7.818940 1.355028  0.3956
H 0.651112 7.452039 0.126265  0.4224
H -1.402533 6.082917 2.634278  0.3979
H -0.874666 4.454566 2.327782  0.4280
C -3.918803 -1.226728 -0.483267  -0.6319
C -3.419655 -1.227956 0.959683  0.2744
C -4.371028 -0.446141 1.858229  -0.6176
C -3.291875 -2.656216 1.479165  -0.6329
O -2.161857 -0.546641 1.009416  -0.9556
Si -0.617034 -1.055715 0.671511  2.5393
O 0.339750 0.190902 0.860172  -1.3527
O -0.622642 -1.528581 -0.921491  -0.9710
C -0.070491 -2.665654 -1.592535  0.2772
C -0.792167 -3.938456 -1.159691  -0.6408
C 1.422790 -2.770768 -1.302071  -0.6301
C -0.292014 -2.425512 -3.081234  -0.6177
O -0.269242 -2.396566 1.548527  -0.9657
C 0.392436 -2.504861 2.817706  0.2753
C 0.135015 -3.927852 3.296633  -0.6153
C 1.882689 -2.263638 2.630283  -0.6322
C -0.202266 -1.498788 3.797268  -0.6426
H -4.877268 -1.743205 -0.562288  0.2081
H -3.191775 -1.720833 -1.128862  0.2248
H -4.047359 -0.199100 -0.832611  0.2036
H -5.358486 -0.910737 1.865038  0.2092
H -4.475906 0.579318 1.499860  0.2032
H -3.985166 -0.422595 2.878871  0.2145
H -4.271211 -3.137542 1.483931  0.2093
H -2.894349 -2.655103 2.495420  0.2139
H -2.619097 -3.241396 0.853165  0.2247
H -0.648555 -4.106127 -0.091416  0.2347
H -0.401061 -4.798081 -1.706456  0.2096
H -1.861395 -3.857490 -1.369774  0.2046
H 1.586400 -2.926858 -0.236793  0.2225
H 1.933063 -1.853740 -1.603889  0.2145
H 1.860633 -3.608573 -1.848528  0.2079
H -1.354817 -2.276540 -3.288162  0.2064
H 0.058069 -3.282955 -3.658771  0.2116
H 0.263919 -1.544705 -3.413870  0.2059
H 0.548989 -4.643548 2.583631  0.2107
H -0.938570 -4.105713 3.384413  0.2079
H 0.600398 -4.094594 4.269733  0.2093
H 2.306905 -3.005473 1.950743  0.2080
H 2.406423 -2.346035 3.585333  0.2119
H 2.045659 -1.265225 2.218450  0.2293
H -1.270192 -1.691177 3.927575  0.2048
H -0.072487 -0.481406 3.417985  0.2276
H 0.286939 -1.571100 4.769622  0.2170

Forces on atoms 1 to 3 (eV/Å):
0.2 -0.4 -0.2
0.0 0.0 0.0
0.0 0.0 0.0